(1)
ORCA calculation (ωB97M-V/def2-TZVPD) on one molecule with the formula C7H3ClF3NO2 in a non-equilibrium geometry.

Results
- Maximum force: 2.55 eV Å⁻¹
- Total energy: -33559.868 eV
- Energy relative to the best compared isomer or geometry (same formula, charge and spin): 2.405 eV
- Frontier orbital gap: 9.085 eV
- E_LUMO: -0.26 eV
- HOMO level: -9.3 eV
- Structure (SMILES): O=[N+]([O-])[C@@]1(C(F)(F)F)C=C2C=C2[C@@H]1Cl
- Net charge: 0

Geometry as XYZ:
```
17
Properties=species:S:1:pos:R:3:lowdin_charge:R:1
O -1.378 -2.316 -0.650 0.12
N -0.925 -1.288 -1.096 -0.31
O -0.736 -1.046 -2.281 0.08
C -0.411 -0.284 -0.029 -0.21
C -1.700 0.077 0.799 -0.62
F -1.358 1.101 1.633 0.10
F -2.641 0.550 -0.030 0.13
F -2.175 -0.867 1.555 0.21
C 0.607 -0.796 0.912 -0.04
C 1.821 -0.300 0.661 -0.02
C 2.836 0.629 0.284 0.07
C 1.709 1.023 -0.247 -0.02
C 0.330 0.974 -0.778 -0.54
Cl -0.601 2.463 -0.727 0.73
H 0.469 -1.509 1.691 0.11
H 3.867 0.761 0.209 0.09
H 0.286 0.829 -1.906 0.12
```



(2)
ORCA calculation (ωB97M-V/def2-TZVPD) on an isolated ion of composition C15H31N4O2S and charge +1 in a non-equilibrium geometry.

Results
- Maximum force: 2.10 eV Å⁻¹
- Total energy: -36935.742 eV
- Energy relative to the best compared isomer or geometry (same formula, charge and spin): 1.256 eV
- Frontier orbital gap: 8.172 eV
- E_LUMO: -4.46 eV
- HOMO level: -12.6 eV
- Structure (SMILES): C=CN(CON=O)/C(NS)=[NH+]\CCCCCCCCCCC
- Net charge: +1

Geometry as XYZ:
```
53
Properties=species:S:1:pos:R:3:lowdin_charge:R:1
C -3.162 -3.309 0.893 0.08
C -2.135 -3.826 1.533 -0.14
N -0.903 -3.074 1.543 -0.06
C -0.416 -2.710 2.892 -0.21
O -1.400 -1.881 3.473 -0.10
N -0.948 -0.503 3.430 0.03
O -1.305 0.036 2.469 0.11
C 0.042 -3.677 0.747 -0.44
N 0.710 -4.819 1.167 -0.25
S 2.202 -4.370 2.008 0.83
N 0.287 -3.188 -0.417 0.20
C -0.407 -1.972 -0.889 -0.13
C 0.103 -1.476 -2.245 -0.17
C -0.945 -0.568 -2.886 -0.19
C -1.423 0.604 -1.993 -0.19
C -0.951 2.015 -2.461 -0.18
C -0.167 2.671 -1.318 -0.23
C 0.252 4.109 -1.639 -0.20
C 1.593 4.421 -0.932 -0.20
C 1.415 4.457 0.611 -0.20
C 2.323 3.454 1.357 -0.24
C 1.642 2.100 1.639 -0.12
H -3.848 -3.887 0.291 0.08
H -3.297 -2.234 0.941 0.08
H -2.240 -4.775 2.052 0.13
H 0.489 -2.106 2.770 0.11
H -0.184 -3.559 3.533 0.12
H 1.016 -5.351 0.355 0.09
H 2.744 -5.572 2.296 -0.11
H 0.977 -3.638 -1.010 0.18
H -1.481 -2.096 -0.952 0.12
H -0.207 -1.199 -0.158 0.12
H 0.198 -2.357 -2.890 0.11
H 1.090 -1.025 -2.192 0.12
H -1.813 -1.125 -3.232 0.11
H -0.489 -0.132 -3.773 0.11
H -1.149 0.506 -0.942 0.08
H -2.511 0.598 -2.015 0.11
H -0.284 1.907 -3.313 0.11
H -1.830 2.617 -2.668 0.12
H 0.715 2.071 -1.089 0.10
H -0.785 2.643 -0.420 0.11
H -0.471 4.840 -1.283 0.11
H 0.387 4.228 -2.712 0.11
H 2.287 3.618 -1.174 0.10
H 1.995 5.362 -1.299 0.10
H 1.634 5.457 0.976 0.10
H 0.370 4.262 0.847 0.09
H 2.692 3.870 2.292 0.10
H 3.192 3.303 0.718 0.10
H 1.890 1.378 0.858 0.06
H 0.561 2.220 1.619 0.05
H 1.946 1.678 2.591 0.06
```



(3)
ORCA calculation (ωB97M-V/def2-TZVPD) on one molecule with the formula C3H6Cl2Si in a non-equilibrium geometry.

Results
- Maximum force: 2.66 eV Å⁻¹
- Total energy: -36132.650 eV
- Energy relative to the best compared isomer or geometry (same formula, charge and spin): 0.835 eV
- Frontier orbital gap: 10.823 eV
- E_LUMO: 0.41 eV
- HOMO level: -10.4 eV
- Structure (SMILES): C=C[Si](C)(Cl)Cl
- Net charge: 0

Geometry as XYZ:
```
12
Properties=species:S:1:pos:R:3:lowdin_charge:R:1
C 0.194 2.354 1.293 -0.09
C -0.003 1.052 1.240 -0.30
Si 0.566 -0.176 -0.273 -0.09
C 0.099 -1.851 -1.363 -0.23
Cl 2.370 -0.808 0.503 0.27
Cl 0.856 1.191 -1.776 0.30
H 0.579 2.926 0.467 0.03
H -0.022 2.897 2.201 0.06
H -0.390 0.532 2.109 0.04
H 0.993 -2.078 -1.936 0.01
H -0.712 -1.636 -2.050 0.00
H -0.163 -2.695 -0.741 0.01
```



(4)
ORCA calculation (ωB97M-V/def2-TZVPD) on one molecule with the formula C4H9N3 in a non-equilibrium geometry.

Results
- Maximum force: 1.14 eV Å⁻¹
- Total energy: -8759.834 eV
- Energy relative to the best compared isomer or geometry (same formula, charge and spin): 4.691 eV
- Frontier orbital gap: 8.515 eV
- E_LUMO: 0.50 eV
- HOMO level: -8.0 eV
- Net charge: 0

Geometry as XYZ:
```
16
Properties=species:S:1:pos:R:3:lowdin_charge:R:1
C -1.007 -0.743 -0.677 -0.05
C -0.794 1.460 0.403 -0.05
N -0.168 0.183 0.073 -0.27
C 0.911 -0.366 1.146 -0.17
C 1.427 0.409 -0.340 -0.34
N 0.802 -1.472 1.708 0.10
N 2.034 -0.205 -1.278 0.05
H -0.104 -1.943 1.653 0.05
H 1.716 -1.154 -1.448 0.03
H 1.695 1.437 -0.122 0.11
H -0.418 -1.610 -0.972 0.09
H -1.838 -1.077 -0.050 0.09
H -0.969 2.047 -0.503 0.10
H -1.743 1.283 0.911 0.09
H -1.409 -0.265 -1.574 0.10
H -0.137 2.018 1.070 0.09
```



(5)
ORCA calculation (ωB97M-V/def2-TZVPD) on one molecule with the formula C4H6S in a non-equilibrium geometry.

Results
- Maximum force: 5.69 eV Å⁻¹
- Total energy: -15076.615 eV
- Energy relative to the best compared isomer or geometry (same formula, charge and spin): 3.177 eV
- Frontier orbital gap: 9.924 eV
- E_LUMO: 0.87 eV
- HOMO level: -9.1 eV
- Structure (SMILES): CC=C=CS
- Net charge: 0

Geometry as XYZ:
```
11
Properties=species:S:1:pos:R:3:lowdin_charge:R:1
C -0.300 -1.938 0.131 -0.11
C -0.721 -0.554 -0.474 -0.17
C -0.016 0.554 -0.263 -0.10
C 0.891 1.536 -0.039 -0.59
S 1.509 2.877 0.906 0.75
H -1.149 -2.318 0.647 0.04
H 0.521 -1.772 0.862 0.07
H 0.031 -2.691 -0.705 0.10
H -1.422 -0.531 -1.393 0.12
H 1.636 1.318 -0.808 0.06
H 1.861 1.735 1.305 -0.17
```



(6)
ORCA calculation (ωB97M-V/def2-TZVPD) on C13H31Br3O8P2 as an isolated structure in a non-equilibrium geometry.

Results
- Maximum force: 4.13 eV Å⁻¹
- Total energy: -259072.832 eV
- Energy relative to the best compared isomer or geometry (same formula, charge and spin): 1.627 eV
- Frontier orbital gap: 10.206 eV
- E_LUMO: -0.21 eV
- HOMO level: -10.4 eV
- Net charge: 0

Geometry as XYZ:
```
57
Properties=species:S:1:pos:R:3:lowdin_charge:R:1
C -20.847 -20.351 -1.966 -1.61
Br -19.948 -18.808 -2.712 0.55
Br -20.136 -22.026 -2.708 0.54
Br -22.783 -20.233 -2.056 0.56
H -20.544 -20.284 -0.921 -0.03
C -19.363 -33.523 -1.827 -0.07
C -18.515 -32.903 -2.917 -0.29
O -19.233 -32.176 -3.906 -0.19
P -18.941 -30.593 -4.236 0.52
O -17.508 -30.169 -4.152 -0.25
O -19.509 -30.525 -5.741 -0.19
C -18.652 -31.002 -6.757 -0.28
C -19.160 -32.328 -7.313 -0.07
O -19.962 -29.659 -3.355 -0.19
C -21.340 -29.651 -3.415 -0.28
C -21.781 -28.729 -2.231 -0.06
H -19.746 -32.835 -1.073 0.07
H -20.227 -33.938 -2.346 0.08
H -18.845 -34.281 -1.240 0.08
H -17.739 -32.284 -2.467 0.11
H -17.918 -33.628 -3.470 0.12
H -18.683 -30.225 -7.521 0.12
H -17.630 -31.120 -6.395 0.11
H -18.503 -32.762 -8.067 0.08
H -19.371 -33.064 -6.537 0.07
H -20.104 -32.220 -7.847 0.07
H -21.644 -29.317 -4.407 0.12
H -21.740 -30.646 -3.220 0.11
H -21.567 -27.674 -2.396 0.07
H -22.837 -28.836 -1.982 0.07
H -21.305 -28.973 -1.281 0.07
C -16.046 -7.454 -11.086 -0.06
C -17.030 -8.079 -10.055 -0.28
O -16.529 -8.049 -8.732 -0.19
P -16.149 -9.452 -8.031 0.53
O -15.499 -10.355 -8.995 -0.22
O -17.575 -10.015 -7.386 -0.20
C -17.451 -11.286 -6.743 -0.29
C -18.760 -11.522 -5.982 -0.08
O -15.286 -8.945 -6.688 -0.19
C -15.805 -7.990 -5.755 -0.28
C -16.370 -8.679 -4.532 -0.07
H -16.451 -7.037 -12.008 0.07
H -15.601 -6.552 -10.668 0.07
H -15.280 -8.160 -11.407 0.07
H -17.996 -7.574 -10.044 0.11
H -17.301 -9.084 -10.380 0.11
H -17.512 -12.051 -7.517 0.11
H -16.558 -11.413 -6.131 0.12
H -18.888 -12.500 -5.518 0.08
H -18.761 -10.885 -5.097 0.06
H -19.668 -11.335 -6.555 0.08
H -14.976 -7.352 -5.448 0.12
H -16.655 -7.432 -6.145 0.11
H -17.243 -9.216 -4.904 0.05
H -15.678 -9.408 -4.111 0.08
H -16.627 -7.907 -3.807 0.08
```



> Which of these has the highest HOMO level?

C4H9N3



> What is the frontier orbital gap in the sixth record?

10.206 eV



> Look up the maximum force of the second one.

2.10 eV Å⁻¹